# 1
Formula: C2H5NO2
Source: OMol25
Level of theory: the ωB97M-V functional and the def2-TZVPD basis

Output
**Kohn-Sham gap**: 10.1 eV
**E_LUMO**: 0.7 eV
**ΔE to the lowest compared entry with this formula, charge and spin**: 107.88 kcal/mol
**HOMO**: -0.348 Eh

Geometry as ORCA input:
```
! wB97M-V def2-TZVPD RIJCOSX def2/J DEFGRID3
* xyz 0 1
C -0.619 -0.859 -0.128
C 0.531 0.051 0.246
N -0.264 1.348 0.093
O -1.590 0.272 -0.122
O 1.757 0.043 -0.375
H -0.780 -1.211 -1.152
H -0.938 -1.571 0.603
H 0.702 -0.032 1.372
H -0.578 1.874 0.829
H 1.780 0.085 -1.365
*
```

# 2
Formula: C2H9N2O
Source: OMol25
Level of theory: the ωB97M-V functional and the def2-TZVPD basis

Output
**Kohn-Sham gap**: 11.4 eV
**E_LUMO**: -3.8 eV
**ΔE to the lowest compared entry with this formula, charge and spin**: 23.33 kcal/mol
**HOMO**: -0.561 Eh

Geometry as ORCA input:
```
! wB97M-V def2-TZVPD RIJCOSX def2/J DEFGRID3
* xyz 1 1
C 1.285 -1.130 0.568
N -0.050 -0.568 0.307
C -0.424 -0.583 -0.964
N -1.520 0.021 -1.391
H 2.057 -0.452 0.152
H 1.408 -2.053 0.014
H 1.470 -1.314 1.623
H -0.470 0.180 0.856
H 0.207 -1.048 -1.726
H -2.252 0.280 -0.743
H -1.812 -0.203 -2.332
H -0.217 3.058 1.086
H 0.527 1.712 1.509
O -0.208 2.099 1.041
*
```

# 3
Formula: C6H11N2O2
Source: OMol25
Level of theory: the ωB97M-V functional and the def2-TZVPD basis

Output
**Kohn-Sham gap**: 11.7 eV
**E_LUMO**: -3.4 eV
**ΔE to the lowest compared entry with this formula, charge and spin**: 96.85 kcal/mol
**HOMO**: -0.554 Eh

Geometry as ORCA input:
```
! wB97M-V def2-TZVPD RIJCOSX def2/J DEFGRID3
* xyz 1 1
C -0.134 5.548 1.036
C 1.372 -1.832 -0.071
C 0.673 -2.214 -1.187
C 1.069 1.627 -0.143
C -1.168 1.189 0.385
C -0.303 0.801 -1.895
N 2.034 2.227 0.067
N -0.020 0.729 -0.538
O 0.158 6.604 1.422
O -0.364 4.441 0.772
H 1.413 -2.245 0.902
H 2.354 -1.314 -0.412
H 1.082 -1.911 -2.145
H -0.155 -2.857 -1.047
H -1.645 2.075 0.081
H -1.992 0.409 0.405
H -0.706 1.376 1.395
H -0.602 1.822 -2.135
H 0.681 0.492 -2.334
H -1.085 0.058 -2.102
H 0.268 -0.283 -0.392
*
```

# 4
Formula: C4H19N2O5S
Source: OMol25
Level of theory: the ωB97M-V functional and the def2-TZVPD basis

Output
**Kohn-Sham gap**: 6.2 eV
**E_LUMO**: 2.9 eV
**ΔE to the lowest compared entry with this formula, charge and spin**: 0.00 kcal/mol
**HOMO**: -0.122 Eh

Geometry as ORCA input:
```
! wB97M-V def2-TZVPD RIJCOSX def2/J DEFGRID3
* xyz -1 1
C 0.162 0.125 -1.015
N -0.855 -0.920 -1.209
C -0.259 -2.180 -1.494
O 0.254 -2.399 -2.864
C 0.590 0.323 0.473
C 2.097 0.002 0.654
S 3.182 1.511 0.732
N 0.183 1.653 0.902
H -0.320 1.081 -1.234
H 1.088 0.015 -1.584
H -1.507 -0.642 -1.932
H -1.003 -2.986 -1.559
H 0.554 -2.372 -0.797
H 0.055 -0.394 1.104
H 2.632 -0.580 -0.090
H 2.168 -0.575 1.588
H 2.791 1.461 -2.619
H 0.807 1.963 1.656
H 0.473 2.349 0.225
H -2.911 -2.481 0.602
H -3.151 -2.597 -0.772
O -3.508 -2.962 0.045
H -1.505 2.301 2.071
H -2.242 3.663 2.443
O -2.124 2.730 2.707
H -1.637 0.099 4.395
H -0.735 -0.662 3.381
O -0.912 -0.561 4.342
H 2.335 2.722 -3.501
H 0.565 -1.513 -3.140
O 2.731 1.828 -3.510
*
```

# 5
Formula: C19H27FN2O2
Source: OMol25
Level of theory: the ωB97M-V functional and the def2-TZVPD basis

Output
**Kohn-Sham gap**: 8.9 eV
**E_LUMO**: 0.8 eV
**ΔE to the lowest compared entry with this formula, charge and spin**: 32.48 kcal/mol
**HOMO**: -0.299 Eh
**SMILES**: O[C@@]1(c2ccccc2F)C[C@H]2CC[C@@H](C1)N2CCN1CCOCC1

Geometry as ORCA input:
```
! wB97M-V def2-TZVPD RIJCOSX def2/J DEFGRID3
* xyz 0 1
O -3.909 -0.622 -1.489
C -2.698 -0.510 -0.749
C -2.495 0.944 -0.343
C -1.341 1.666 -0.621
C -1.216 2.998 -0.266
C -2.250 3.655 0.377
C -3.415 2.967 0.659
C -3.521 1.637 0.296
F -4.686 1.020 0.590
C -2.880 -1.407 0.490
C -1.534 -1.819 1.107
C -1.093 -3.238 0.667
C -0.216 -2.979 -0.565
C -0.314 -1.447 -0.753
C -1.545 -1.072 -1.601
N -0.514 -0.918 0.591
C 0.683 -0.842 1.403
C 1.560 0.359 1.030
N 2.265 0.170 -0.229
C 2.613 1.397 -0.926
C 3.833 2.099 -0.316
O 4.951 1.237 -0.290
C 4.664 0.061 0.436
C 3.447 -0.674 -0.143
H -3.884 -0.002 -2.226
H -0.517 1.177 -1.110
H -0.304 3.531 -0.497
H -2.154 4.694 0.654
H -4.247 3.442 1.155
H -3.490 -0.886 1.224
H -3.445 -2.279 0.162
H -1.596 -1.742 2.195
H -1.948 -3.870 0.442
H -0.523 -3.717 1.464
H -0.558 -3.519 -1.445
H 0.820 -3.267 -0.382
H 0.598 -1.030 -1.181
H -1.942 -1.961 -2.094
H -1.284 -0.359 -2.386
H 0.359 -0.695 2.437
H 1.283 -1.764 1.370
H 0.904 1.225 0.927
H 2.246 0.549 1.871
H 1.756 2.071 -0.927
H 2.850 1.126 -1.961
H 4.128 2.960 -0.919
H 3.598 2.439 0.705
H 5.557 -0.562 0.368
H 4.487 0.312 1.494
H 3.226 -1.553 0.464
H 3.686 -1.003 -1.159
*
```

# 6
Formula: C25H32FN4O4P
Source: OMol25
Level of theory: the ωB97M-V functional and the def2-TZVPD basis

Output
**Kohn-Sham gap**: 10.4 eV
**E_LUMO**: 0.7 eV
**HOMO**: -0.354 Eh
**SMILES**: CCCO[P@](=O)(O)O[C@@H](C)F.c1ccncc1.c1ccncc1.c1ccncc1.c1ccncc1

Geometry as ORCA input:
```
! wB97M-V def2-TZVPD RIJCOSX def2/J DEFGRID3
* xyz 0 1
C -0.954 -1.228 -0.458
C -0.950 0.037 0.400
C -1.888 1.129 -0.088
O -1.226 2.122 -0.917
P -0.414 3.282 -0.236
O -0.123 3.107 1.182
O -1.207 4.614 -0.589
O 0.837 3.494 -1.211
C 1.955 2.618 -1.232
C 2.765 2.645 0.046
F 1.509 1.335 -1.482
H -1.959 -1.444 -0.828
H -0.288 -1.137 -1.317
H -0.640 -2.086 0.135
H -1.234 -0.230 1.418
H 0.062 0.437 0.462
H -2.384 1.627 0.744
H -2.650 0.711 -0.745
H -0.987 4.936 -1.471
H 2.544 2.929 -2.093
H 3.819 2.515 -0.189
H 2.430 1.857 0.719
H 2.608 3.590 0.562
C -4.529 -2.961 4.488
C -4.771 -2.718 3.146
C -3.722 -2.275 2.355
N -2.490 -2.067 2.813
C -2.270 -2.303 4.104
C -3.250 -2.748 4.979
H -5.317 -3.318 5.137
H -5.752 -2.873 2.717
H -3.874 -2.078 1.298
H -1.259 -2.123 4.454
H -3.013 -2.926 6.020
C -4.333 -6.603 8.434
C -3.486 -6.295 7.382
C -4.042 -6.048 6.135
N -5.350 -6.087 5.893
C -6.152 -6.386 6.912
C -5.696 -6.651 8.196
H -3.937 -6.802 9.422
H -2.414 -6.248 7.519
H -3.410 -5.798 5.289
H -7.213 -6.414 6.689
H -6.396 -6.887 8.985
C 4.507 6.784 -4.466
C 5.012 5.666 -5.111
C 4.445 4.431 -4.832
N 3.440 4.257 -3.976
C 2.970 5.341 -3.360
C 3.462 6.619 -3.570
H 4.921 7.766 -4.657
H 5.824 5.743 -5.819
H 4.802 3.532 -5.323
H 2.157 5.174 -2.661
H 3.039 7.460 -3.038
C 4.424 -1.197 -5.825
C 4.916 -0.781 -7.052
C 4.656 0.518 -7.462
N 3.955 1.391 -6.741
C 3.486 0.978 -5.564
C 3.694 -0.299 -5.063
H 4.607 -2.203 -5.469
H 5.491 -1.446 -7.682
H 5.027 0.879 -8.415
H 2.924 1.711 -4.993
H 3.290 -0.576 -4.099
*
```

# 7
Formula: C5H20FInO5
Source: OMol25
Level of theory: the ωB97M-V functional and the def2-TZVPD basis

Output
**Kohn-Sham gap**: 3.2 eV
**E_LUMO**: -13.5 eV
**ΔE to the lowest compared entry with this formula, charge and spin**: 13.61 kcal/mol
**HOMO**: -0.616 Eh

Geometry as ORCA input:
```
! wB97M-V def2-TZVPD RIJCOSX def2/J DEFGRID3
* xyz 2 1
In 0.572 3.405 0.777
F -0.007 0.552 0.816
C 2.138 -2.495 -0.504
O 1.310 -1.414 -0.890
H 3.163 -2.189 -0.250
H 1.749 -2.869 0.452
H 2.169 -3.263 -1.267
H 1.047 -0.802 -0.180
C -1.094 -1.525 -1.251
O -1.171 -0.184 -0.933
H -1.592 -1.707 -2.207
H -0.060 -1.802 -1.587
H -1.346 -2.206 -0.430
H -0.503 -0.063 -0.206
C -2.185 -1.281 2.530
O -0.865 -1.695 2.122
H -2.780 -1.397 1.617
H -2.487 -1.856 3.398
H -2.151 -0.217 2.787
H -0.521 -0.928 1.613
C -3.011 2.911 -1.108
O -2.070 2.426 -0.173
H -3.085 3.996 -1.122
H -2.736 2.516 -2.091
H -4.009 2.507 -0.878
H -1.774 1.538 -0.407
C 3.429 1.033 -0.091
O 3.291 2.402 -0.341
H 2.500 0.602 0.300
H 3.856 0.392 -0.865
H 4.067 0.788 0.774
H 4.156 2.827 -0.407
*
```

# 8
Formula: C35H43ClCoP2Si2
Source: OMol25
Level of theory: the ωB97M-V functional and the def2-TZVPD basis

Output
**Kohn-Sham gap (spin up / spin down)**: 7.0 / 5.7 eV
**E_LUMO (spin up / spin down)**: -2.8 / -4.4 eV
**<S²>**: 6.191
**ΔE to the lowest compared entry with this formula, charge and spin**: 81.27 kcal/mol
**HOMO (spin up / spin down)**: -0.361 / -0.371 Eh

Geometry as ORCA input:
```
! wB97M-V def2-TZVPD RIJCOSX def2/J DEFGRID3
* xyz 1 5
C -2.000 -1.354 4.502
C -2.655 -0.602 3.484
C -2.634 -1.371 2.279
H -3.215 0.320 3.633
C -1.879 -2.591 2.558
C -1.497 -2.543 3.939
H -1.017 -3.361 4.472
H -1.978 -1.097 5.562
H -3.333 -1.248 1.454
H -1.957 -3.517 1.992
Co -0.484 -1.265 1.471
Si 2.553 1.860 -1.004
C 1.359 3.224 -1.426
C 1.676 4.259 -2.327
H 2.662 4.285 -2.793
C 0.718 5.228 -2.642
H 0.963 6.010 -3.360
C -0.551 5.196 -2.055
H -1.298 5.955 -2.300
C -0.875 4.166 -1.168
H -1.868 4.108 -0.719
C 0.056 3.173 -0.883
H -0.257 2.318 -0.277
C 0.275 -0.299 0.069
C -1.245 -0.324 0.061
H -1.784 0.613 0.049
C -1.871 -1.546 -0.475
H -2.881 -1.476 -0.860
C -1.239 -2.793 -0.146
H -1.798 -3.722 -0.206
C 0.109 -2.777 0.287
H 0.613 -3.633 0.720
C 0.892 -1.619 -0.129
H 1.972 -1.667 -0.226
H 0.868 0.625 -0.038
Si -0.378 -1.150 -1.416
C 0.196 -2.140 -2.985
C -0.799 -2.457 -3.913
H -1.821 -2.093 -3.776
C -0.488 -3.209 -5.052
H -1.267 -3.439 -5.781
C 0.827 -3.652 -5.251
H 1.070 -4.245 -6.135
C 1.827 -3.321 -4.329
H 2.853 -3.650 -4.493
C 1.513 -2.553 -3.195
H 2.313 -2.272 -2.505
C -0.850 0.358 -2.623
C -2.129 0.906 -2.612
H -2.916 0.526 -1.957
C -2.433 1.970 -3.472
H -3.434 2.403 -3.457
C -1.454 2.480 -4.326
H -1.685 3.320 -4.981
C -0.171 1.930 -4.324
H 0.610 2.338 -4.967
C 0.120 0.858 -3.477
H 1.121 0.417 -3.502
H 3.397 2.225 -0.015
Cl 3.663 1.393 -2.676
C 2.659 -2.804 2.339
P 1.423 -1.537 2.786
C 1.399 -1.716 4.597
C 2.365 0.063 2.535
C 1.452 1.290 2.565
P -0.323 0.802 2.880
C -1.326 2.191 2.246
C -0.328 1.250 4.670
H 3.236 -2.510 1.453
H 3.347 -2.951 3.182
H 2.146 -3.753 2.140
H 0.575 -1.167 5.061
H 1.272 -2.781 4.829
H 2.352 -1.362 5.013
H 3.113 0.108 3.341
H 2.910 0.000 1.580
H 1.747 1.976 3.373
H 1.510 1.866 1.631
H -2.183 1.817 1.675
H -1.713 2.762 3.100
H -0.731 2.868 1.622
H -1.173 0.813 5.206
H 0.603 0.955 5.166
H -0.418 2.343 4.728
*
```

# 9
Formula: C27H36Cl34N5O
Source: OMol25
Level of theory: the ωB97M-V functional and the def2-TZVPD basis

Output
**Kohn-Sham gap**: 9.3 eV
**E_LUMO**: -2.7 eV
**HOMO**: -0.442 Eh

Geometry as ORCA input:
```
! wB97M-V def2-TZVPD RIJCOSX def2/J DEFGRID3
* xyz 1 1
C -3.360 5.444 -2.879
C -3.621 4.140 -3.657
C -2.355 3.327 -3.955
N -2.070 2.461 -2.799
C -1.034 1.447 -2.878
Cl 0.048 1.682 -4.306
N -0.223 1.599 -1.682
C 0.346 0.376 -1.077
C -0.549 -0.108 0.086
C -0.356 0.712 1.349
O -0.918 0.441 2.379
C 0.616 -0.760 -2.056
C 1.913 -0.720 -2.838
C 2.798 0.352 -2.832
C 3.940 0.247 -3.608
C 4.146 -0.912 -4.353
N 3.312 -1.947 -4.344
C 2.226 -1.842 -3.597
N -0.536 -0.971 -3.024
C -1.653 0.045 -3.005
C -2.487 -0.175 -4.267
C -2.958 -1.603 -4.411
N -2.956 -2.117 -5.563
H -3.590 6.306 -3.502
H -3.979 5.498 -1.985
H -2.311 5.512 -2.590
H -4.037 4.396 -4.634
H -4.370 3.510 -3.170
H -2.518 2.763 -4.878
H -1.537 4.034 -4.083
H -2.942 1.995 -2.568
H -0.865 2.010 -1.012
H 1.296 0.653 -0.613
H -1.609 -0.023 -0.164
H -0.305 -1.134 0.376
H 0.333 1.581 1.321
H 0.672 -1.669 -1.454
H 2.606 1.241 -2.245
H 4.667 1.048 -3.641
H 5.026 -1.020 -4.981
H 1.557 -2.703 -3.600
H -0.199 -1.032 -3.990
H -0.957 -1.878 -2.811
H -2.279 -0.167 -2.138
H -1.869 0.034 -5.142
H -3.326 0.524 -4.260
H -3.278 -2.164 -3.522
H -3.302 -3.077 -5.535
C -2.877 -6.359 -3.874
Cl -3.067 -8.103 -3.834
Cl -4.166 -5.604 -4.818
Cl -2.845 -5.691 -2.235
H -1.932 -6.132 -4.349
C 6.628 -2.110 -7.652
Cl 7.078 -1.295 -6.140
Cl 8.012 -2.266 -8.719
Cl 5.891 -3.669 -7.295
H 5.887 -1.496 -8.145
C 0.037 3.476 3.857
Cl -0.123 4.690 2.576
Cl 1.726 3.288 4.335
Cl -0.959 3.895 5.240
H -0.304 2.524 3.469
C 3.165 6.729 5.915
Cl 2.989 7.929 4.632
Cl 4.853 6.576 6.404
Cl 2.137 7.123 7.288
H 2.842 5.774 5.526
C 3.907 -6.642 -4.883
Cl 2.601 -7.615 -4.200
Cl 4.247 -7.115 -6.545
Cl 3.528 -4.920 -4.791
H 4.798 -6.818 -4.295
C -3.126 -2.584 0.653
Cl -2.847 -2.616 -1.122
Cl -4.843 -2.507 0.977
Cl -2.376 -3.984 1.392
H -2.659 -1.691 1.050
C 0.969 -0.019 6.936
Cl 2.627 0.481 6.596
Cl 0.937 -1.487 7.907
Cl 0.076 1.283 7.721
H 0.485 -0.232 5.992
C -0.826 -8.663 -0.867
Cl 0.742 -8.015 -1.363
Cl -0.839 -10.419 -0.963
Cl -1.241 -8.121 0.761
H -1.571 -8.282 -1.551
C 2.742 -4.900 9.345
Cl 3.231 -4.894 7.649
Cl 1.004 -4.632 9.496
Cl 3.218 -6.400 10.132
H 3.249 -4.083 9.840
C -0.272 10.244 8.938
Cl 0.188 10.287 7.238
Cl -2.017 10.417 9.122
Cl 0.294 8.763 9.715
H 0.202 11.080 9.434
C -3.443 3.585 8.573
Cl -2.853 4.986 7.675
Cl -4.773 4.031 9.634
Cl -3.918 2.292 7.468
H -2.632 3.217 9.187
*
```

# 10
Formula: C3H11NO
Source: OMol25
Level of theory: the ωB97M-V functional and the def2-TZVPD basis

Output
**Kohn-Sham gap**: 10.0 eV
**E_LUMO**: 1.0 eV
**ΔE to the lowest compared entry with this formula, charge and spin**: 44.80 kcal/mol
**HOMO**: -0.329 Eh
**SMILES**: CN(C)C.O

Geometry as ORCA input:
```
! wB97M-V def2-TZVPD RIJCOSX def2/J DEFGRID3
* xyz 0 1
C 1.500 1.306 0.222
N 0.094 1.080 0.668
C -0.224 2.239 1.577
C -0.852 1.152 -0.460
H 2.198 1.705 0.997
H 1.698 2.254 -0.303
H 1.994 0.413 -0.222
H -1.311 2.300 1.846
H 0.474 2.216 2.417
H -0.033 3.235 0.979
H -0.263 0.741 -1.294
H -1.244 2.136 -0.829
H -1.736 0.408 -0.423
O -0.846 -7.288 -2.075
H -0.314 -6.506 -1.919
H -1.137 -7.393 -1.181
*
```

# 11
Formula: C13H14FNO4
Source: OMol25
Level of theory: the ωB97M-V functional and the def2-TZVPD basis

Output
**Kohn-Sham gap**: 9.3 eV
**E_LUMO**: 0.1 eV
**ΔE to the lowest compared entry with this formula, charge and spin**: 0.00 kcal/mol
**HOMO**: -0.340 Eh
**SMILES**: O=C(OCC(=O)N1CCOCC1)c1cccc(F)c1

Geometry as ORCA input:
```
! wB97M-V def2-TZVPD RIJCOSX def2/J DEFGRID3
* xyz 0 1
O 0.502 1.479 -1.750
C 0.920 0.493 -1.188
O 0.253 -0.663 -1.127
C -0.991 -0.767 -1.811
C -2.095 -1.246 -0.860
O -2.631 -2.321 -1.042
N -2.409 -0.445 0.177
C -1.985 0.917 0.413
C -3.224 1.825 0.468
O -4.147 1.390 1.435
C -4.576 0.074 1.165
C -3.391 -0.893 1.150
C 2.216 0.435 -0.471
C 3.036 1.561 -0.494
C 4.251 1.550 0.165
C 4.661 0.421 0.854
C 3.832 -0.689 0.868
F 4.228 -1.787 1.540
C 2.614 -0.708 0.217
H -1.240 0.190 -2.283
H -0.881 -1.537 -2.581
H -1.463 0.962 1.377
H -1.323 1.282 -0.367
H -3.700 1.843 -0.525
H -2.936 2.839 0.748
H -5.092 0.038 0.194
H -5.277 -0.189 1.958
H -2.921 -0.912 2.139
H -3.712 -1.897 0.871
H 2.700 2.432 -1.035
H 4.885 2.423 0.144
H 5.604 0.388 1.376
H 1.992 -1.588 0.244
*
```

Number 1: E_tot -284.2954 Eh. Number 2: E_tot -266.1145 Eh. Number 3: E_tot -494.8639 Eh. Number 4: E_tot -1047.7141 Eh. Number 5: E_tot -1100.0222 Eh. Number 6: E_tot -1933.1384 Eh. Number 7: E_tot -867.7560 Eh. Number 8: E_tot -4463.6069 Eh. Number 9: E_tot -17045.6377 Eh. Number 10: E_tot -250.8252 Eh. Number 11: E_tot -959.3764 Eh.